(1)
Below is a gas-phase ion, C5HN2O2 (charge -1) in a non-equilibrium geometry, with properties calculated with ωB97M-V with the def2-TZVPD basis set.

XYZ file:
```
10
Properties=species:S:1:pos:R:3:lowdin_charge:R:1
O 2.815 -0.969 -0.220 -0.005
C 3.200 0.098 0.277 -0.714
O 4.195 0.501 0.836 0.000
C 2.027 1.046 -0.169 -0.011
N 1.380 1.387 -1.292 0.204
C 0.601 1.013 -0.208 -0.529
C -0.373 1.934 0.489 0.021
N -1.455 1.283 0.119 0.008
C -0.606 0.238 -0.027 -0.083
H -0.757 -0.601 0.671 0.108
```

Properties
HOMO = -5.01 eV
total charge = -1
energy above the lowest of the compared OMol25 structures with the same formula, charge and spin = 99.4 kcal per mole



(2)
Below is a molecular structure, C36H38BBrF8N2P3Y in a non-equilibrium geometry, with properties calculated with ωB97M-V with the def2-TZVPD basis set.

XYZ file:
```
90
Properties=species:S:1:pos:R:3:lowdin_charge:R:1
Y 1.097 -0.370 -0.008 1.248
F -2.748 -5.257 4.407 0.191
C -2.010 -4.238 4.038 -0.121
C -1.166 -3.629 4.945 -0.120
F -1.105 -4.072 6.182 0.183
C -0.397 -2.551 4.551 -0.202
F 0.366 -1.989 5.476 0.147
C -0.427 -2.065 3.249 -0.327
P 0.676 -0.706 2.744 1.021
C -0.014 0.765 3.555 -0.354
C -1.349 0.786 3.960 -0.088
C -1.884 1.937 4.524 -0.055
C -1.093 3.069 4.688 -0.047
C 0.230 3.057 4.273 -0.061
C 0.768 1.914 3.697 -0.122
C 2.264 -1.171 3.483 -0.386
C 2.809 -2.368 3.017 -0.112
C 4.038 -2.804 3.487 -0.045
C 4.731 -2.038 4.417 -0.041
C 4.186 -0.850 4.884 -0.040
C 2.952 -0.412 4.420 -0.071
C -1.305 -2.689 2.370 -0.539
Br -1.596 -2.040 0.610 0.911
C -2.088 -3.759 2.744 -0.255
F -2.933 -4.332 1.898 0.112
H -1.975 -0.093 3.856 0.110
H -2.916 1.943 4.849 0.119
H -1.509 3.957 5.149 0.120
H 0.848 3.938 4.399 0.123
H 1.797 1.927 3.358 0.106
H 2.272 -2.974 2.296 0.106
H 4.454 -3.739 3.132 0.120
H 5.693 -2.374 4.784 0.120
H 4.718 -0.263 5.622 0.120
H 2.524 0.493 4.829 0.101
C 1.763 0.311 -3.937 -0.201
P 0.709 -0.579 -2.748 0.963
C -0.948 0.197 -3.042 -0.385
N -1.512 -0.052 -4.200 0.147
C -2.703 0.521 -4.484 -0.189
C -3.326 0.263 -5.727 0.005
C -4.528 0.840 -5.996 -0.031
C -5.161 1.696 -5.051 -0.032
C -4.581 1.963 -3.849 0.003
C -3.331 1.373 -3.543 -0.189
N -2.736 1.631 -2.355 0.138
C -1.572 1.075 -2.096 -0.392
P -0.839 1.541 -0.456 0.923
C -2.288 1.844 0.590 -0.222
C -0.021 3.194 -0.700 -0.714
C 0.980 3.063 -1.852 -0.090
C -1.049 4.283 -1.018 -0.068
C 0.720 3.510 0.603 -0.087
C 0.740 -2.350 -3.334 -0.711
C 2.230 -2.743 -3.323 -0.080
C -0.017 -3.187 -2.302 -0.131
C 0.162 -2.591 -4.727 -0.076
H 1.360 0.144 -4.935 0.063
H 2.785 -0.052 -3.877 0.054
H 1.763 1.376 -3.727 0.029
H -2.829 -0.386 -6.438 0.125
H -5.016 0.649 -6.944 0.121
H -6.117 2.142 -5.299 0.121
H -5.044 2.616 -3.120 0.124
H -2.965 2.505 0.059 0.050
H -1.967 2.290 1.532 0.040
H -2.797 0.905 0.802 0.033
H 0.473 2.902 -2.806 0.085
H 1.707 2.255 -1.698 0.054
H 1.562 3.986 -1.937 0.110
H -1.715 3.996 -1.833 0.077
H -0.522 5.193 -1.322 0.103
H -1.656 4.532 -0.147 0.088
H 1.509 2.780 0.818 0.065
H 0.050 3.553 1.463 0.067
H 1.208 4.485 0.513 0.109
H 2.745 -2.455 -2.402 0.068
H 2.770 -2.311 -4.166 0.089
H 2.303 -3.831 -3.409 0.105
H 0.448 -3.135 -1.310 0.037
H 0.006 -4.240 -2.594 0.105
H -1.067 -2.891 -2.220 0.061
H 0.649 -1.980 -5.488 0.084
H -0.908 -2.405 -4.772 0.069
H 0.344 -3.641 -4.983 0.102
F 2.997 -1.605 0.018 -0.030
B 3.797 -0.343 -0.024 -1.173
F 5.095 -0.519 0.137 0.292
F 3.317 0.242 -1.223 0.084
F 3.109 0.440 0.997 0.028
```

Properties
HOMO = -14.05 eV
total charge = +2



(3)
Below is 40 unconnected molecules or ions with the total composition H80O40 in a non-equilibrium geometry, with properties calculated with ωB97M-V with the def2-TZVPD basis set.

XYZ file:
```
120
Properties=species:S:1:pos:R:3:lowdin_charge:R:1
H 1.052 -0.051 2.856 -0.014
H 0.499 -0.217 1.496 0.031
O 1.183 0.341 1.994 -0.084
H 1.718 -1.981 -1.185 -0.011
H 2.479 -1.601 0.135 0.033
O 1.699 -2.029 -0.225 -0.030
H 0.751 -4.054 -3.100 0.001
H 2.225 -3.479 -3.067 -0.015
O 1.684 -4.249 -3.051 -0.047
H -1.979 0.756 -1.718 0.022
H -3.029 -0.414 -1.527 0.029
O -2.110 -0.209 -1.659 -0.045
H 3.036 -1.501 -2.973 0.058
H 1.745 -0.800 -3.577 0.071
O 2.138 -1.219 -2.813 -0.026
H 3.542 1.688 -2.361 0.042
O 2.874 2.363 -2.511 -0.058
H 0.014 4.041 0.026 0.035
O 0.877 4.035 -0.402 -0.059
H -2.674 3.137 0.113 0.042
H -2.995 2.437 -1.207 0.017
O -2.826 2.231 -0.278 -0.058
H -0.673 -3.427 0.507 0.022
H -1.817 -4.166 1.326 0.062
O -1.605 -3.411 0.768 -0.041
H -1.002 -0.391 -6.146 0.042
H -2.287 -0.875 -5.892 0.021
O -1.889 -0.014 -5.981 -0.063
H 0.640 5.076 3.219 0.002
H 0.984 5.123 4.658 0.058
O 0.202 5.128 4.055 -0.064
H -2.096 5.479 0.844 0.025
O -2.123 4.621 1.264 -0.045
H -5.136 -0.217 0.803 0.009
H -5.269 -1.571 -0.221 0.089
O -4.739 -0.738 0.105 -0.109
H 1.477 -1.168 5.087 0.067
H 2.204 -0.997 3.805 -0.012
O 2.391 -1.003 4.741 -0.044
H 1.871 -5.708 3.188 0.016
H 1.400 -5.390 1.829 -0.006
O 1.128 -5.275 2.780 -0.091
H 0.092 5.921 -2.673 0.012
H 0.156 5.572 -4.275 0.102
O -0.102 5.314 -3.367 -0.041
H -0.254 6.055 -1.169 0.025
H -1.395 5.123 -1.479 0.039
O -1.154 5.869 -0.877 -0.051
H -1.945 1.805 5.578 0.038
H -3.369 2.152 5.059 0.051
O -2.450 2.080 4.815 -0.032
H -0.189 2.699 -5.036 0.012
O 0.614 2.392 -5.442 -0.035
H -0.835 -0.749 0.296 0.057
H -0.735 0.656 -0.247 0.056
O -0.188 -0.124 -0.016 -0.084
H -0.784 -5.036 -1.244 0.057
O -0.274 -4.280 -1.504 -0.074
H 5.197 -2.458 -0.353 0.035
H 5.972 -1.262 -0.824 0.053
O 5.117 -1.706 -0.962 -0.063
H -3.794 -2.154 2.465 0.045
H -3.579 -2.537 4.034 0.079
O -3.419 -1.917 3.311 -0.034
H 1.650 1.183 4.968 0.023
H 0.530 1.967 5.584 0.015
O 1.150 1.277 5.789 -0.047
H 4.358 0.442 2.850 0.012
H 5.311 -0.531 2.391 0.028
O 5.249 0.172 3.090 -0.061
H -1.533 -4.369 -3.926 0.019
H -2.722 -4.887 -3.102 -0.021
O -2.430 -4.745 -3.998 -0.056
H -1.026 -1.004 6.787 0.042
H -1.332 -1.701 5.523 0.014
O -1.436 -1.838 6.479 -0.065
H -1.266 -1.433 -2.312 0.017
H 0.039 -1.947 -2.762 -0.006
O -0.884 -2.063 -3.006 -0.076
H 2.840 3.663 1.018 0.001
H 4.071 3.352 1.901 0.040
O 3.114 3.442 1.912 -0.043
H -2.276 3.150 -2.615 -0.028
H -1.451 4.283 -3.351 0.026
O -2.398 3.986 -3.071 -0.096
H -1.931 0.955 3.311 0.020
H -2.099 -0.604 3.393 -0.019
O -1.461 0.102 3.237 -0.067
H -4.701 -1.612 -2.116 0.082
O -4.543 -2.452 -1.643 -0.070
H 2.407 1.124 0.418 0.032
H 1.132 0.999 -0.457 0.008
O 2.023 1.379 -0.428 -0.072
H 1.181 3.146 -5.228 0.033
H 2.670 2.522 -3.437 0.027
H -0.968 -3.592 -1.454 0.030
H 1.427 3.226 -0.382 0.012
H -2.527 4.610 2.137 0.065
H -3.581 -2.444 -1.513 0.045
O -3.471 -4.773 -1.071 -0.042
H -4.184 -4.710 -1.704 0.039
H -3.634 -4.011 -0.526 0.002
O -0.710 2.029 -2.016 -0.049
H 0.135 2.487 -1.992 0.048
H -0.546 1.506 -2.813 0.084
O 2.614 5.561 -2.406 -0.063
H 2.214 5.400 -1.544 0.003
H 3.487 5.161 -2.451 0.035
O 4.424 -2.243 2.308 -0.050
H 3.907 -2.600 3.063 0.074
H 3.970 -1.400 2.387 -0.009
O 3.808 -4.591 -1.496 -0.042
H 4.157 -4.862 -2.338 0.052
H 3.637 -3.648 -1.425 0.004
O 1.822 -5.155 0.179 -0.085
H 1.911 -5.129 -0.801 0.038
H 1.519 -4.253 0.332 0.005
O -4.258 0.648 2.466 -0.079
H -4.126 1.105 1.603 0.037
H -3.505 0.002 2.465 0.011
```

Properties
HOMO = -10.47 eV
total charge = 0
energy above the lowest of the compared OMol25 structures with the same formula, charge and spin = 194.6 kcal per mole